120
Properties=species:S:1:pos:R:3:forces:R:3 method="wB97M-V/def2-TZVPD" energy_ha=-2675.5996 charge=+1 lumo_energy_ev="-4.4 / -4.4" fmax_ev_per_a=5.6 s2=2.009 homo_lumo_gap_ev="5.82 / 6.48" homo_energy_ev="-10.255 / -10.915" spin_multiplicity=3
C 2.040285 -3.295808 -0.207265 -0.97 -0.29 -0.04
C -2.278124 6.620652 -5.132280 0.15 -0.26 -0.11
C 2.932758 -4.605607 4.105156 0.32 -0.02 -0.67
C 1.799512 -3.577557 3.609622 0.12 1.25 0.12
H 3.328030 -7.902851 -0.328151 -0.53 -0.23 -0.71
C 4.440718 -4.016234 4.041844 0.28 -0.67 0.43
H -1.552073 2.840475 -0.274629 0.21 -0.09 0.06
H 1.558363 -6.759591 0.404525 -0.88 -1.31 -0.33
C 1.646686 3.680993 -1.343506 0.19 0.32 0.00
C 0.667356 -2.452421 -0.271015 0.90 3.01 -2.91
P 0.894384 -7.343156 4.099490 1.01 0.11 1.17
C 0.651220 -3.258943 4.684075 0.07 0.27 0.10
H -2.370072 9.410519 -4.405269 0.05 -0.24 0.15
F -3.605089 -5.013740 -0.860963 0.30 0.98 2.39
H 2.709537 6.359881 -5.014474 -0.16 -0.04 -0.02
H 2.004576 -8.962009 2.968247 0.22 1.18 -0.20
H -0.053289 -5.186345 5.566485 -0.88 0.85 -1.78
H -2.332822 -6.937464 -0.047774 0.36 1.30 1.50
C 2.033849 4.800639 1.623443 -0.03 0.15 -0.39
H -1.460268 9.066211 -5.831851 0.15 -0.01 0.08
H -2.431799 5.643651 -4.655124 0.19 0.12 0.06
C -0.439635 4.367934 1.776201 -0.21 -0.16 -0.22
H 2.386525 5.716115 -6.624952 -0.27 0.23 0.04
H -0.424736 4.792935 -6.131037 0.11 0.16 0.14
C -1.322470 7.484625 -4.278800 -1.38 1.71 0.31
H 2.341937 -2.570825 3.410438 -0.98 -1.52 0.28
H -2.515119 -2.808577 4.114174 0.18 -1.02 -1.68
C -0.850967 4.757745 0.362182 -0.04 -0.02 -0.10
C -1.770065 6.401049 -6.550935 0.06 -0.07 -0.08
H -2.232146 -0.905770 2.851105 0.13 -1.50 -1.21
H 0.323485 8.719148 -6.466670 -0.11 -0.06 0.05
H -5.921417 -4.188700 0.692840 1.29 -0.76 0.78
O 2.140782 -7.982565 3.072508 -2.49 -0.75 0.78
H 0.022424 -1.998779 2.414787 -0.86 -0.26 -1.32
C -1.861021 7.538786 -2.823258 0.52 -0.64 0.12
C -3.664608 -4.394239 0.459921 -0.39 -0.83 0.20
C 0.606023 2.855477 -0.548079 0.70 0.32 -2.30
C -1.953919 -6.411285 0.893133 1.51 1.17 3.37
C -0.345078 -8.563427 1.254266 -1.82 -3.82 0.09
H -1.023202 3.869704 -1.585369 0.30 -0.13 -0.04
H 0.538132 -9.704206 5.089202 -0.83 1.26 -0.54
C -0.364721 5.814164 -6.530844 -0.42 -0.11 0.35
H -1.876743 5.142039 0.370801 0.11 0.00 0.01
C -2.509380 -5.026928 1.391903 2.11 -2.71 -0.48
H -1.199589 8.130390 -2.181884 -0.02 -0.09 -0.11
C 0.484112 1.564255 -1.404490 -0.10 -0.22 0.77
O -1.089369 -9.559088 1.490471 2.93 4.32 -0.54
H 0.246885 1.812289 -2.444319 0.10 0.30 0.22
C -1.435851 8.959520 -4.746644 0.15 0.03 -0.38
H 2.028504 -4.131834 0.574315 0.05 1.35 -1.02
H 2.199188 2.738681 3.367346 -0.11 0.04 -0.07
H -2.915344 -1.547491 1.277925 0.91 -0.69 1.30
H -3.267300 7.090488 -5.180679 0.19 0.13 0.22
H 1.314430 -3.856453 2.601873 0.79 0.15 1.57
H 0.461399 2.536028 3.654418 0.11 -0.03 -0.23
C 1.057632 7.921457 -6.452507 -0.16 0.34 -0.09
H 4.963630 -4.141961 5.066483 -0.92 0.25 -1.64
H 2.141064 5.425215 2.512970 -0.14 -0.25 0.07
H -1.973178 6.546945 -2.376219 0.23 0.06 -0.11
O 0.675691 -1.452258 -1.041865 -0.65 -4.32 3.54
H 2.521345 3.073061 -1.599956 -0.16 -0.05 0.15
H -1.346796 -3.901971 5.436899 1.23 -0.95 -1.14
H -2.441345 5.715855 -7.079601 0.05 0.10 0.04
H 0.102219 -2.255886 4.495946 1.08 -1.57 0.02
H -1.776243 7.334376 -7.120766 -0.02 0.03 0.05
H 0.530120 -7.326496 -1.034719 0.67 -0.81 1.26
H -3.796110 -3.199349 2.867150 1.92 0.03 0.36
H 3.009980 4.356289 1.417577 -0.07 0.00 -0.05
C -0.715563 -1.875177 1.551124 -0.32 2.45 0.45
H 5.051855 -4.673333 3.310483 -0.91 1.45 1.05
H 1.785215 5.500694 0.825022 0.07 -0.16 -0.04
O 0.856273 -8.809826 0.549205 -2.75 2.26 0.90
C -2.204000 -1.818123 2.136358 0.78 0.43 -0.23
C -0.482641 -4.393649 4.840114 -0.31 0.60 0.68
O 0.181004 5.891330 -3.562620 0.24 2.30 -0.92
H -0.617707 9.562446 -4.346904 0.00 -0.06 -0.06
H 4.485165 -2.904597 3.780381 -0.05 -1.62 0.14
C -2.651476 -3.088091 3.012554 -1.75 1.60 -0.21
H 2.753155 -4.944649 5.187429 -0.04 0.27 -1.81
H 1.970675 8.350264 -6.025704 -0.14 -0.15 0.05
H -5.287483 -5.910311 0.704993 0.53 1.71 0.74
H -0.457381 5.263416 2.408179 0.27 -0.19 0.05
H -0.307391 0.897685 -1.055764 0.16 0.11 0.09
C 0.632302 6.642167 -5.689464 1.52 0.61 -1.63
H -0.564255 -8.406294 5.814199 0.87 -0.51 -1.54
H -0.503869 -0.824135 1.105456 -0.39 -1.57 0.87
N 2.531355 -8.098313 -0.957537 -0.95 0.83 1.10
H 1.832362 4.834924 -5.213741 -0.10 0.17 0.07
H -5.031641 -4.876552 2.247769 -0.19 0.21 -1.98
O -0.526459 -2.822771 0.463024 1.98 0.42 0.08
C -0.873388 -7.139881 1.733359 -1.51 4.36 0.60
H -3.546475 -3.276579 0.276417 -0.04 -1.63 0.40
H 2.142209 -3.791627 -1.243157 -0.07 0.91 1.58
C -0.400780 -6.407706 3.055967 -2.73 0.33 -3.19
C 1.223655 3.229688 3.288777 -0.30 -0.72 -0.27
C -0.118448 -8.808832 4.825432 -1.06 0.20 -0.17
H 2.913150 -5.491729 3.359248 -0.04 1.17 1.66
O 0.422083 1.521129 1.320187 1.82 1.52 -0.71
H 2.659084 -7.560940 -1.825786 -0.16 -0.38 0.64
H -0.002998 5.711051 -7.557437 0.23 0.14 0.15
C -5.070453 -4.839839 1.091140 0.00 -0.48 -0.39
H 1.266571 7.694244 -7.502598 0.03 -0.18 0.18
C 0.955572 3.705513 1.835114 1.01 1.56 1.24
H 1.422931 1.002169 -1.409813 -0.15 0.08 0.09
H 2.025614 4.561908 -0.837705 -0.10 0.02 0.09
N 1.107567 2.597383 0.837364 -3.71 -2.19 1.27
H 1.217585 4.042987 -2.282758 -0.08 -0.16 0.14
H 2.901800 -2.546083 -0.044591 -1.51 -1.29 -0.25
C 1.278802 -7.663425 -0.239422 2.15 1.16 -1.38
H 1.169381 -3.130073 5.703889 -0.93 -0.29 -1.43
N -2.031458 -4.385450 2.618948 1.20 -3.02 -0.79
C 1.962806 5.839626 -5.622972 -0.31 -0.20 0.71
H 1.222494 4.073571 3.983883 0.00 0.09 -0.35
C -0.771226 3.555208 -0.568936 -0.16 0.03 0.54
N 0.096142 7.005164 -4.341970 -0.96 -4.11 1.10
H -0.224853 5.568052 -0.021379 0.03 -0.01 0.02
H -1.020137 -9.087513 4.169721 1.52 0.06 0.88
C -1.010328 -5.012905 3.467281 0.54 -3.07 -1.54
H -1.197282 3.690543 2.192359 0.19 -0.10 -0.06
H -2.852010 7.999456 -2.788943 0.17 0.03 -0.32